DFT (wB97M-V/def2-TZVPD) results for a single C18H16N6S3 molecule in a non-equilibrium geometry.

Its total energy is -2218.43447 a.u. For the lowest unoccupied orbital energy, the calculation gives 0.64 eV. Its SMILES is SC1=NN/C(=C\S/C=C2/NN=C(S)N2c2ccccc2)N1c1ccccc1. Its HOMO energy is -6.9 eV. As for the spin multiplicity: 1.

Geometry as XYZ:
```
43
C18H16N6S3, DFT wB97M-V/def2-TZVPD
N 0.5676 -1.6928 -1.5601
N 1.0247 -1.0008 3.7051
S -0.8253 -3.0370 -3.3180
S 3.0287 -2.3633 2.5399
S -0.1137 2.4442 0.3521
C -0.5374 -1.7333 -2.1699
C 1.8496 -1.0534 2.6936
C -1.0642 1.3946 -0.6786
C -0.6470 0.1734 -1.0834
C -0.2693 1.6169 1.8554
C 0.5356 0.5827 2.3138
C -5.5994 -1.0763 -2.4050
C 4.8873 2.3173 0.7179
C -5.0104 0.1721 -2.4634
C -4.8974 -2.1176 -1.8641
C 4.5056 1.3489 -0.1556
C 4.2098 2.5997 1.8348
C -3.6445 0.3342 -2.2663
C -3.5134 -2.0286 -1.7134
C 3.4892 0.3352 0.3583
C 2.9871 1.9396 2.0839
C -2.8519 -0.8048 -2.0022
C 2.6837 0.7220 1.4218
N 0.5397 -0.5222 -0.8891
N 0.2093 -0.0274 3.5275
N -1.4415 -0.6865 -1.8564
N 1.6341 -0.0347 1.7749
H 0.5310 -3.2894 -3.4906
H 2.9203 -2.6986 3.8176
H -1.9962 1.8064 -0.9010
H -1.1264 1.8154 2.6152
H -6.6224 -1.1988 -2.8215
H 5.6463 3.0532 0.5563
H -5.5878 1.0127 -2.9037
H -5.2787 -3.1486 -1.9272
H 5.1147 1.1826 -1.1242
H 4.4665 3.4102 2.4536
H -3.1756 1.2925 -2.4455
H -2.8709 -2.8886 -1.3079
H 3.2867 -0.4731 -0.3499
H 2.4460 2.3648 2.9335
H 1.0110 -0.3710 -0.0002
H -0.5013 0.3282 4.1416
```